ORCA calculation (ωB97M-V/def2-TZVPD) on an isolated ion of composition C7H10NS2 and charge +1 at a distorted geometry.

Properties
⟨S²⟩: 2.012
total charge: +1
total energy: -1123.378462 hartree
HOMO (spin up / spin down): -9.46 / -12.61 eV
maximum force: 5.945 eV Å⁻¹
multiplicity: 3
orbital gap (spin up / spin down): 0.230 / 0.225 Ha

```
20
Properties=species:S:1:pos:R:3:forces:R:3
C 0.318 -0.778 -0.743 0.364 2.607 -3.792
C 0.326 -0.029 -1.836 -0.597 -3.670 4.638
C 1.176 -0.744 0.427 -2.657 -1.446 -0.006
C 0.753 -1.506 1.442 0.040 0.698 -1.721
C -0.360 -2.452 1.032 -0.559 1.243 0.038
C 0.694 0.828 -2.834 -0.238 2.620 -1.798
C -0.576 3.765 -0.430 -0.581 -1.904 -0.499
N -0.744 -2.161 -0.343 -0.009 1.792 -1.158
S 0.033 2.449 -3.063 0.573 -1.346 0.694
S -1.306 2.465 -1.587 -0.220 1.240 0.577
H 1.877 0.008 0.302 1.721 1.089 0.728
H 1.203 -1.418 2.393 0.142 -0.513 1.033
H -0.074 -3.427 1.062 1.557 -2.886 0.025
H -1.244 -2.539 1.618 -0.747 0.924 0.844
H 1.224 0.592 -3.716 0.553 -0.825 -0.582
H 0.241 3.222 0.037 0.043 0.376 0.214
H -1.423 3.877 0.233 0.090 0.453 0.391
H -0.260 4.670 -0.910 -0.061 0.347 -0.330
H -0.488 -2.738 -1.107 1.088 -1.398 -0.219
H -1.702 -1.979 -0.609 -0.501 0.601 0.921
```
Positions in Å, forces in eV/Å.

ORCA calculation (ωB97M-V/def2-TZVPD) on C5H12O in the gas phase at a distorted geometry.

Properties
SMILES string: CCCCCO
total energy: -272.913963 hartree
HOMO: -10.32 eV
maximum force: 2.296 eV Å⁻¹
ΔE to the lowest compared entry with this formula, charge and spin: 91.1 kJ/mol
orbital gap: 0.413 Ha

```
18
Properties=species:S:1:pos:R:3:forces:R:3
C 1.751 -0.411 -0.603 0.112 1.089 0.257
O 2.553 0.747 -0.208 -0.942 1.145 -1.754
C 0.794 -0.737 0.548 0.845 -0.539 1.459
C -0.201 0.325 1.076 0.498 1.127 -0.725
C -1.213 0.816 0.028 1.040 -0.433 0.138
C -2.126 -0.310 -0.397 -0.149 0.085 -2.028
H 2.544 -1.144 -0.783 -0.753 -0.614 0.126
H 1.191 -0.252 -1.547 0.397 0.149 0.343
H 2.448 1.438 -0.921 0.253 -1.107 1.324
H 1.457 -0.872 1.432 -0.209 -0.300 -0.506
H 0.334 -1.714 0.376 -0.117 0.089 -0.089
H 0.429 1.186 1.395 -0.452 -0.467 -0.083
H -0.746 -0.023 1.961 0.284 -0.229 -0.101
H -0.604 1.045 -0.874 -0.498 0.259 0.384
H -1.708 1.727 0.318 -0.274 0.306 0.324
H -2.831 0.071 -1.182 0.454 -0.513 0.622
H -1.388 -0.941 -0.906 -0.692 -0.569 -0.194
H -2.685 -0.949 0.287 0.202 0.522 0.503
```
Positions in Å, forces in eV/Å.

ORCA calculation (ωB97M-V/def2-TZVPD) on C51H40F9FeIN7OPSSe as an isolated structure at a distorted geometry.

Properties
⟨S²⟩: 6.126
total charge: -2
total energy: -8027.235197 hartree
HOMO (spin up / spin down): -1.06 / -1.13 eV
maximum force: 2.390 eV Å⁻¹
multiplicity: 5
ΔE to the lowest compared entry with this formula, charge and spin: 24.0 kJ/mol
orbital gap (spin up / spin down): 0.179 / 0.181 Ha

```
113
Properties=species:S:1:pos:R:3:forces:R:3
Fe -0.154 0.223 -0.456 0.101 0.008 -0.048
N 2.662 -1.391 -3.418 0.463 0.157 -0.257
C 1.924 -0.913 -2.364 -2.248 -0.801 0.128
S 0.242 -1.297 -2.345 1.019 -0.356 -0.450
N 2.515 -0.301 -1.391 1.511 0.330 0.263
N 1.722 0.057 -0.362 1.069 0.173 0.475
C 2.330 0.448 0.746 0.338 -0.442 -1.512
C 3.777 0.655 0.788 0.397 -0.062 0.000
C 4.570 0.066 1.768 -0.248 0.103 -0.202
C 5.930 0.304 1.794 0.248 -0.008 0.128
C 6.505 1.140 0.851 0.120 -0.049 -0.010
C 5.721 1.713 -0.139 0.103 0.017 -0.068
C 4.366 1.462 -0.180 0.038 0.115 0.140
C 1.505 0.675 1.875 -1.092 0.222 0.933
C 1.958 1.367 3.016 0.203 -0.233 -0.339
C 1.092 1.611 4.048 -0.549 -0.211 0.003
C -0.226 1.144 3.939 0.350 0.112 0.191
C -0.590 0.463 2.797 -0.226 -0.064 0.034
N 0.219 0.233 1.772 1.114 0.802 0.631
H 2.105 -1.581 -4.238 0.033 0.077 0.091
H 3.519 -0.888 -3.596 0.034 0.028 0.041
H 4.106 -0.582 2.497 -0.006 -0.012 0.134
H 6.537 -0.162 2.559 0.075 0.001 0.047
H 7.567 1.349 0.887 0.062 -0.011 0.007
H 6.166 2.370 -0.874 0.019 0.044 -0.005
H 3.740 1.910 -0.935 -0.006 0.059 -0.035
H 2.972 1.735 3.039 0.019 0.067 -0.024
H 1.407 2.157 4.928 0.051 0.052 -0.040
H -0.943 1.321 4.726 -0.114 -0.056 0.044
H -1.595 0.085 2.684 -0.129 0.062 0.023
N -0.348 4.064 1.570 -0.020 -0.018 -0.178
C 0.235 3.466 0.439 -0.865 -1.438 0.800
O 0.009 2.243 0.248 0.331 1.796 0.879
C 1.012 4.299 -0.367 0.232 0.424 -0.865
I 3.252 4.645 1.332 0.286 0.154 0.273
H -0.553 3.392 2.300 0.062 0.034 -0.141
H 0.195 4.846 1.914 0.013 -0.068 0.032
H 0.880 5.365 -0.306 0.036 0.077 0.065
H 1.466 3.897 -1.254 -0.001 -0.113 -0.036
F -5.229 -5.822 3.670 0.210 0.188 -0.169
C -4.419 -4.964 4.352 -0.667 -0.643 0.423
F -3.761 -5.751 5.236 0.232 0.093 -0.064
F -5.254 -4.207 5.088 0.113 0.302 -0.103
C -3.505 -4.194 3.472 0.285 0.597 -0.501
C -2.383 -4.840 2.934 -0.457 -0.025 0.355
C -1.541 -4.161 2.094 -0.094 0.409 -0.002
C -1.763 -2.807 1.783 -0.522 -0.370 0.455
C -2.897 -2.188 2.300 0.711 0.155 -0.345
C -3.766 -2.865 3.130 -0.219 -0.972 0.582
P -0.617 -2.020 0.566 -0.360 -0.825 -0.509
C 0.906 -2.557 1.429 0.519 -0.097 0.177
C 0.862 -2.589 2.833 -0.031 -0.051 -0.304
C 1.964 -2.928 3.576 0.696 -0.095 0.010
C 3.178 -3.197 2.937 -0.399 0.172 -0.310
C 3.267 -3.068 1.551 0.337 -0.270 0.661
C 2.147 -2.748 0.809 -0.719 -0.028 -0.062
C 4.338 -3.607 3.776 0.525 -0.338 0.536
F 4.120 -4.783 4.432 -0.232 0.043 -0.201
F 5.484 -3.786 3.099 -0.082 0.083 -0.334
F 4.629 -2.728 4.763 -0.198 0.249 -0.096
C -1.060 -3.315 -0.673 -0.089 -0.207 -0.275
C -0.187 -4.047 -1.481 -0.133 -0.097 0.338
C -0.669 -4.797 -2.536 -0.270 -0.202 -0.152
C -2.033 -4.806 -2.823 -0.126 0.147 0.257
C -2.917 -4.102 -2.012 0.112 -0.278 -0.486
C -2.427 -3.374 -0.951 0.349 0.064 0.306
C -2.539 -5.517 -4.033 -0.122 -0.328 -0.544
F -2.150 -6.816 -4.114 0.215 0.014 0.266
F -2.112 -4.957 -5.186 0.173 0.159 0.045
F -3.883 -5.549 -4.127 -0.125 0.142 0.254
H -2.189 -5.871 3.191 0.012 -0.102 -0.003
H -0.683 -4.662 1.668 0.015 -0.082 0.013
H -3.111 -1.166 2.036 -0.073 0.159 -0.001
H -4.643 -2.366 3.515 -0.073 0.057 0.038
H -0.060 -2.359 3.347 0.032 -0.009 0.058
H 1.905 -2.986 4.653 -0.038 0.034 0.081
H 4.220 -3.213 1.064 0.052 -0.011 -0.086
H 2.241 -2.641 -0.263 -0.009 0.075 -0.070
H 0.876 -4.013 -1.299 0.024 -0.004 -0.020
H 0.009 -5.350 -3.171 0.093 -0.007 -0.017
H -3.975 -4.110 -2.229 -0.074 0.016 -0.003
H -3.112 -2.827 -0.320 -0.106 0.046 -0.066
C -2.765 -0.318 -3.528 -0.026 0.017 -0.036
N -3.061 0.900 -2.841 -0.496 0.341 -0.226
C -2.131 1.473 -1.895 1.603 0.004 -0.053
Se -0.293 1.757 -2.630 -0.326 0.253 -0.283
N -2.740 2.746 -1.599 -0.656 0.357 -0.231
C -4.066 2.706 -1.952 0.023 0.312 0.072
C -5.098 3.579 -1.705 0.119 -0.043 0.051
C -6.353 3.296 -2.253 -0.316 -0.013 -0.098
C -6.544 2.173 -3.030 -0.384 0.214 -0.018
C -5.496 1.289 -3.301 0.296 -0.135 -0.050
C -4.256 1.559 -2.761 -0.156 -0.202 -0.143
H -1.800 -0.215 -4.031 -0.041 -0.004 0.047
H -3.538 -0.510 -4.269 -0.089 -0.048 -0.046
H -2.688 -1.176 -2.846 -0.085 0.002 -0.032
H -2.376 3.269 -0.819 -0.074 -0.035 -0.028
H -4.946 4.460 -1.100 0.060 0.090 0.098
H -7.178 3.970 -2.060 -0.057 -0.009 -0.003
H -7.522 1.963 -3.441 -0.089 0.013 -0.023
H -5.661 0.414 -3.914 0.006 -0.098 -0.023
C -1.936 0.628 -0.673 -0.934 -0.162 -0.905
C -3.120 0.550 0.151 -0.002 0.072 0.200
C -4.175 -0.321 -0.140 -0.017 0.097 0.170
C -5.292 -0.374 0.671 -0.205 -0.055 -0.045
C -5.408 0.472 1.762 -0.130 -0.065 0.150
C -4.388 1.371 2.037 -0.090 0.085 0.248
C -3.257 1.412 1.247 -0.160 -0.155 0.007
H -4.101 -0.963 -1.004 0.027 -0.056 -0.126
H -6.080 -1.082 0.455 -0.120 -0.038 -0.065
H -6.288 0.435 2.392 -0.055 0.005 0.027
H -4.480 2.048 2.876 -0.021 0.072 0.089
H -2.459 2.111 1.457 0.079 0.048 -0.010
```
Positions in Å, forces in eV/Å.

ORCA calculation (ωB97M-V/def2-TZVPD) on C17H29FNO2P2Tc as an isolated structure at a distorted geometry.

Properties
⟨S²⟩: 3.797
total charge: +1
total energy: -1733.508809 hartree
HOMO (spin up / spin down): -10.61 / -10.52 eV
maximum force: 2.488 eV Å⁻¹
multiplicity: 4
ΔE to the lowest compared entry with this formula, charge and spin: 0.0 kJ/mol
orbital gap (spin up / spin down): 0.288 / 0.186 Ha

```
53
Properties=species:S:1:pos:R:3:forces:R:3
C -0.846 3.907 -1.770 -0.169 -0.387 -0.394
C -0.908 2.540 -1.413 0.901 0.372 0.893
N -0.025 2.064 -0.460 0.526 1.219 0.260
C 0.841 2.902 0.154 -0.260 -0.678 0.076
C 0.857 4.276 -0.118 -0.379 0.222 -0.137
C 0.003 4.779 -1.108 0.379 -0.200 0.320
C -1.863 1.624 -1.885 -0.648 1.145 -0.981
P -2.083 0.109 -1.027 -0.853 -1.076 0.616
Tc -0.105 -0.028 0.090 -0.040 -2.378 0.468
P 1.969 0.491 0.928 1.340 0.551 0.886
C 1.784 2.301 1.198 -0.003 0.326 -0.099
C -0.017 -2.182 0.320 0.273 1.684 -0.166
C -1.061 -2.802 1.013 0.271 -0.312 -0.279
C -1.065 -4.189 1.157 -0.020 0.053 0.031
C -0.018 -4.956 0.642 0.034 0.251 -0.133
C 1.042 -4.328 -0.017 0.180 0.250 -0.163
C 1.048 -2.937 -0.185 -0.235 -0.588 0.442
O -0.737 0.569 -4.574 0.936 -0.231 -0.521
O 0.626 -1.334 -3.104 -0.741 -2.258 0.737
H -1.469 4.215 -2.601 -0.056 0.268 0.213
H 1.505 4.918 0.485 -0.210 -0.180 -0.436
H 0.015 5.840 -1.352 -0.034 -0.280 0.012
C -3.531 0.518 0.004 -0.266 0.284 -0.061
C -2.703 -1.246 -2.066 -0.322 0.163 -0.744
H 2.781 2.771 1.175 -0.465 0.131 -0.007
H 1.370 2.441 2.214 0.008 -0.016 -0.426
H -1.186 0.976 -3.839 -0.386 0.546 0.462
H -2.649 2.020 -2.525 0.114 -0.002 -0.200
C 2.369 -0.178 2.569 0.031 0.009 0.137
C 3.548 0.402 0.013 -0.143 -0.103 -0.048
H -1.853 -2.184 1.437 0.082 -0.245 0.009
H -1.890 -4.660 1.684 0.139 -0.074 -0.042
H -0.023 -6.037 0.750 -0.007 0.152 0.026
H 1.882 -4.904 -0.407 -0.263 -0.004 0.158
H 1.905 -2.429 -0.648 -0.358 -0.356 0.020
H 0.381 -0.787 -1.886 0.785 0.539 1.187
H 0.195 -2.253 -3.182 0.959 1.866 0.184
H 0.088 -0.713 -3.611 -0.437 0.431 -1.100
H -0.031 1.191 -4.834 -0.475 -0.319 0.072
H 1.035 -0.202 -1.069 0.075 -0.838 -1.737
H -4.373 0.768 -0.654 0.043 -0.127 0.212
H -3.798 -0.315 0.664 0.114 0.116 -0.168
H -3.291 1.394 0.617 0.013 -0.265 -0.055
H -3.573 -0.899 -2.638 0.062 -0.205 0.051
H -1.952 -1.617 -2.777 -0.227 0.212 0.292
H -3.011 -2.092 -1.434 0.173 0.383 0.001
H 4.345 0.899 0.588 -0.241 -0.214 -0.214
H 3.809 -0.653 -0.151 -0.005 0.320 0.002
H 3.427 0.898 -0.961 0.097 -0.166 0.251
H 3.292 0.281 2.959 -0.307 -0.185 -0.087
H 1.525 0.025 3.244 0.247 -0.127 -0.226
H 2.501 -1.266 2.475 -0.038 0.327 0.074
F -0.895 0.371 1.829 -0.191 -0.004 0.331
```
Positions in Å, forces in eV/Å.

ORCA calculation (ωB97M-V/def2-TZVPD) on an isolated ion of composition C5H12N and charge +1 at a distorted geometry.

Properties
SMILES string: C/C=C\CC[NH3+]
total charge: +1
total energy: -252.119915 hartree
HOMO: -13.32 eV
maximum force: 6.964 eV Å⁻¹
ΔE to the lowest compared entry with this formula, charge and spin: 292.0 kJ/mol
orbital gap: 0.358 Ha

```
18
Properties=species:S:1:pos:R:3:forces:R:3
C 1.877 0.346 0.726 -0.886 -1.053 0.325
C 0.466 -0.279 0.612 -1.487 0.467 2.210
C -0.233 -0.327 -0.714 -0.623 -1.807 -1.248
C -1.608 -0.319 -0.942 1.791 -1.048 0.914
C -2.614 -0.569 0.215 -1.056 0.658 -0.523
N 1.942 1.252 -0.425 -4.728 -3.621 -3.610
H 2.579 -0.474 0.685 0.674 0.324 -0.228
H 1.989 0.899 1.662 0.068 -0.026 -0.330
H -0.176 0.177 1.396 0.203 0.162 -0.577
H 0.537 -1.270 0.986 0.225 -1.218 0.254
H 0.432 -0.990 -1.393 -1.199 1.876 -0.134
H -1.960 -0.440 -1.986 0.281 -0.010 0.809
H -3.068 0.404 0.676 0.729 -1.971 -0.770
H -2.125 -1.215 0.956 0.058 0.731 0.177
H -3.442 -1.288 -0.146 1.011 1.631 0.177
H 0.835 1.479 -0.500 2.908 0.578 -0.299
H 2.000 0.634 -1.386 0.275 2.009 2.855
H 2.568 1.980 -0.422 1.759 2.318 -0.002
```
Positions in Å, forces in eV/Å.

ORCA calculation (ωB97M-V/def2-TZVPD) on C4H3NO as an isolated structure at a distorted geometry.

Properties
total energy: -283.935510 hartree
HOMO (spin up / spin down): -9.50 / -9.72 eV
maximum force: 4.882 eV Å⁻¹
ΔE to the lowest compared entry with this formula, charge and spin: 623.8 kJ/mol
orbital gap (spin up / spin down): 0.283 / 0.316 Ha

```
9
Properties=species:S:1:pos:R:3:forces:R:3
C -0.044 0.120 -0.046 3.542 -1.181 0.814
C -0.232 1.286 0.472 -0.452 4.641 1.448
C 1.312 0.102 0.590 -2.063 -0.959 -1.986
C -0.715 -0.938 -0.729 -2.762 -2.935 1.297
N 0.650 2.105 1.098 -1.199 -1.134 -0.718
O 1.713 1.199 1.124 0.847 0.588 0.882
H -1.062 -1.681 0.153 0.313 1.404 -2.200
H -1.619 -0.682 -1.380 1.426 -0.057 1.105
H -0.004 -1.509 -1.282 0.349 -0.366 -0.642
```
Positions in Å, forces in eV/Å.

ORCA calculation (ωB97M-V/def2-TZVPD) on a 7-piece molecular cluster, C13H26Cl12NO3P overall at a distorted geometry.

Properties
SMILES string: N=[PH2][C@H]1CC(=O)O[C@H]1CCCO.ClCCl.ClCCl.ClCCl.ClCCl.ClCCl.ClCCl
total energy: -6654.939313 hartree
HOMO: -8.81 eV
maximum force: 4.720 eV Å⁻¹
orbital gap: 0.325 Ha

```
56
Properties=species:S:1:pos:R:3:forces:R:3
N 0.266 1.694 0.377 0.109 -0.754 -1.153
P -0.041 0.795 -0.924 0.464 1.558 2.647
C -0.706 -0.897 -0.407 -1.237 -0.740 -0.373
C -1.043 -1.207 1.129 2.117 -0.900 -1.033
C -1.520 -2.749 0.883 0.043 0.086 1.379
O -1.391 -3.664 1.717 -0.818 2.787 -3.720
O -2.050 -2.834 -0.459 1.312 -0.206 2.260
C -2.059 -1.470 -1.034 -0.182 -0.413 0.233
C -3.481 -0.932 -0.538 -0.403 0.849 -1.231
C -3.704 0.654 -0.649 -1.361 -0.570 1.409
C -4.690 1.064 0.585 1.696 0.602 -0.640
O -6.051 0.655 0.352 0.902 0.725 -0.057
H 1.250 1.992 0.406 -0.773 -0.210 0.051
H -1.022 1.475 -1.703 0.237 -0.854 -0.292
H 1.152 0.707 -1.736 -1.082 -0.563 -0.077
H 0.096 -1.670 -0.715 -1.132 1.207 0.412
H -1.782 -0.509 1.651 1.135 -1.139 -0.857
H -0.001 -1.253 1.618 -2.028 0.114 -0.043
H -1.982 -1.546 -2.176 -0.330 -0.124 1.708
H -3.772 -1.267 0.518 0.908 0.318 -1.502
H -4.265 -1.418 -1.231 1.299 0.559 1.147
H -4.293 0.874 -1.602 1.198 0.048 1.080
H -2.773 1.290 -0.509 -1.127 -0.906 -0.431
H -4.266 0.569 1.537 -1.055 0.672 -1.395
H -4.555 2.198 0.710 -0.614 -1.502 -0.002
H -6.423 1.264 -0.316 0.298 -0.490 0.553
C -1.396 -6.419 -0.193 -0.179 0.190 0.210
Cl -2.212 -6.144 -1.737 -0.039 -0.008 -0.002
Cl 0.168 -7.213 -0.428 0.100 -0.053 0.066
H -1.236 -5.461 0.299 0.011 -0.151 -0.137
H -2.024 -7.053 0.430 0.130 -0.004 -0.188
C 4.128 3.687 0.556 0.291 0.045 -0.163
Cl 4.117 3.420 2.303 0.073 -0.011 -0.009
Cl 2.523 4.139 -0.032 0.124 0.081 -0.104
H 4.828 4.488 0.325 -0.183 -0.043 0.125
H 4.441 2.769 0.060 -0.143 0.080 0.130
C 5.378 7.078 2.955 -0.190 -0.107 0.239
Cl 5.701 7.076 1.216 -0.086 -0.053 -0.072
Cl 6.708 7.822 3.852 -0.066 -0.021 0.048
H 4.466 7.641 3.144 0.197 0.010 -0.100
H 5.255 6.051 3.293 0.119 0.133 -0.119
C 3.134 -1.504 -0.705 0.111 -0.196 -0.155
Cl 3.245 0.190 -0.209 0.277 -0.046 -0.012
Cl 2.757 -2.549 0.669 -0.063 -0.017 -0.107
H 2.346 -1.602 -1.451 0.063 0.061 0.141
H 4.086 -1.810 -1.133 -0.111 0.077 0.154
C -0.675 5.118 2.150 0.299 -0.144 -0.180
Cl -0.690 4.849 3.898 0.095 -0.004 0.000
Cl -2.280 5.570 1.559 -0.005 0.017 -0.109
H 0.025 5.919 1.922 -0.195 -0.033 0.112
H -0.361 4.199 1.654 -0.164 0.017 0.109
C 1.267 -6.909 -4.283 -0.115 -0.164 0.212
Cl 2.935 -7.092 -4.840 0.023 -0.075 0.042
Cl 0.515 -5.468 -4.978 -0.087 0.004 0.043
H 0.696 -7.786 -4.584 0.108 0.176 -0.066
H 1.264 -6.821 -3.198 0.029 0.084 -0.181
```
Positions in Å, forces in eV/Å.